Record 1
ORCA calculation (the ωB97M-V functional and the def2-TZVPD basis) on a structure of composition C16H48FeN10O10.

Cartesian coordinates (Å):
Fe (0.002802, -2.468457, 0.987605)
O (1.187031, -0.674065, 0.698115)
C (0.367320, 0.502753, 0.740181)
C (-1.161466, 0.189980, 0.507819)
O (-1.595825, -1.158537, 0.343143)
H (0.774093, 1.286542, 0.101192)
H (0.423598, 1.054239, 1.678690)
H (-1.498129, 0.846918, -0.294168)
H (-1.702825, 0.563567, 1.376997)
C (-3.970314, -1.164230, 4.031940)
O (-4.847332, -0.391711, 4.227426)
N (-3.486138, -1.858096, 5.000853)
N (-3.485611, -1.396475, 2.843932)
H (-2.679080, -2.408790, 4.744969)
H (-3.691168, -1.564148, 5.945126)
H (-2.719284, -2.046220, 2.740637)
H (-3.824216, -0.954182, 2.001419)
C (-3.877434, 4.085754, 0.470302)
O (-4.138285, 4.477627, 1.594550)
N (-3.971323, 4.936079, -0.559137)
N (-3.428271, 2.923469, 0.135029)
H (-4.380319, 5.845977, -0.401314)
H (-3.832914, 4.616341, -1.507136)
H (-3.320835, 2.139145, 0.762238)
H (-3.445836, 2.609236, -0.824687)
C (4.918237, 0.137869, 3.375616)
O (5.631747, 0.625825, 4.226620)
N (3.584526, 0.111249, 3.446121)
N (5.407365, -0.396115, 2.277003)
H (3.061980, 0.374481, 4.269388)
H (3.127706, -0.274232, 2.631976)
H (4.762702, -0.491995, 1.505435)
H (6.341420, -0.180298, 1.959080)
C (4.283918, 2.325699, -0.632891)
O (4.867007, 3.426388, -0.722686)
N (4.145430, 1.636738, -1.668599)
N (3.677992, 1.808747, 0.390050)
H (4.418513, 2.063017, -2.542560)
H (3.796987, 0.690088, -1.618150)
H (3.557582, 2.229978, 1.300079)
H (3.061419, 1.056790, 0.117097)
C (-0.060927, -1.467721, 3.952567)
O (-0.607281, -1.994985, 2.938446)
N (-0.484410, -0.385945, 4.612911)
N (0.973330, -1.830427, 4.583107)
H (-1.252356, 0.133944, 4.212797)
H (0.253355, 0.086250, 5.115737)
H (1.595722, -2.469533, 4.109543)
H (1.283102, -1.104463, 5.213280)
C (3.527505, -3.282143, -0.772801)
C (3.957360, -1.845602, -0.864409)
C (5.074007, -1.535973, -1.849145)
O (2.997926, -0.890742, -1.182250)
H (4.458956, -3.744199, -0.445678)
H (3.348571, -3.636794, -1.787839)
H (2.715212, -3.396183, -0.054977)
H (4.139495, -1.516629, 0.158674)
H (4.687487, -1.783920, -2.837690)
H (6.007075, -2.043904, -1.605255)
H (5.395313, -0.496172, -1.788448)
H (2.397921, -0.856883, -0.433622)
C (-0.583038, 2.391883, -2.512901)
C (-1.921874, 2.485014, -3.281179)
C (-1.728370, 1.963580, -4.714015)
O (-2.925159, 1.918580, -2.577096)
H (-0.532385, 2.921468, -1.561554)
H (0.217022, 2.810259, -3.123606)
H (-0.313012, 1.360943, -2.284074)
H (-2.326509, 3.493540, -3.366290)
H (-1.166033, 1.032964, -4.790398)
H (-1.179821, 2.705922, -5.293773)
H (-2.638011, 1.972212, -5.314508)
H (-2.636610, 1.015473, -2.426284)
C (-3.455874, -2.051191, -4.386119)
C (-3.298862, -1.749798, -2.819517)
C (-3.404065, -3.121820, -2.051430)
O (-1.993449, -1.207784, -2.466556)
H (-4.103434, -2.899892, -4.606299)
H (-2.528588, -2.512988, -4.725226)
H (-3.774443, -1.153379, -4.915799)
H (-3.998655, -0.991547, -2.468183)
H (-3.539201, -2.886669, -0.995703)
H (-2.648490, -3.856495, -2.329728)
H (-4.319894, -3.589371, -2.413030)
H (-1.951372, -1.125824, -1.510981)

Forces on atoms 1 to 6 (eV/Å):
Fe 0.4 3.6 0.2
O -2.2 -1.1 0.9
C -0.2 -1.5 0.1
C 1.3 -0.7 -0.1
O 1.7 1.4 0.5
H -0.3 -0.3 -0.9

The expectation value of S² is 8.764. For the LUMO energy (alpha / beta), the calculation gives -6.13 / -7.90 eV. As for the spin multiplicity: 6. As for the charge: +1.


Record 2
ORCA calculation (the ωB97M-V functional and the def2-TZVPD basis) on a structure of composition C5H7N.

Cartesian coordinates (Å):
C (-0.604947, 1.044056, -1.288170)
C (-0.112682, 0.207460, -0.141171)
C (-0.802606, -0.253016, 1.090148)
C (-0.068312, -1.284779, 1.779443)
C (1.026086, -1.421534, 0.935333)
N (1.012086, -0.561431, -0.173903)
H (0.186370, 1.661888, -1.734071)
H (-1.021752, 0.396702, -2.072524)
H (-1.406838, 1.709653, -0.946923)
H (-1.792941, 0.137824, 1.340054)
H (-0.084859, 0.844986, 1.018283)
H (1.898517, -2.071490, 1.027298)
H (1.771879, -0.410318, -0.833798)

Forces on atoms 1 to 6 (eV/Å):
C 0.0 0.0 0.0
C 0.1 -0.5 0.3
C 0.0 0.1 -0.4
C 0.4 0.3 -0.6
C 0.0 0.1 0.0
N -0.2 0.2 0.1

For the LUMO energy, the calculation gives 0.53 eV. The energy above the lowest of the compared OMol25 structures with the same formula, charge and spin is 94.8 kcal per mole.